# 1
{"formula": "C5H5NO", "method": "ωB97M-V/def2-TZVPD", "symbols": ["O", "C", "C", "C", "C", "C", "N", "H", "H", "H", "H", "H"], "xyz": [[-0.257, 0.233, 1.839], [-1.385, -0.172, 0.335], [-0.661, 0.920, -0.479], [0.609, 0.033, -0.428], [-0.326, -1.176, -0.162], [0.875, 0.338, 1.308], [2.062, 0.496, 1.054], [-1.008, 0.935, -1.529], [-0.660, 1.946, -0.095], [1.385, 0.038, -1.203], [-0.030, -1.993, 0.504], [-0.604, -1.598, -1.144]], "lowdin_charge": [0.02, 0.01, -0.17, -0.11, -0.17, -0.52, 0.31, 0.13, 0.12, 0.13, 0.12, 0.13], "e_above_lowest_kcal_mol": 163.1, "orbital_gap_ev": [7.1, 7.1], "total_energy_ev": -8796.347, "spin_multiplicity": 1}

=====

# 2
{"formula": "C2H2CaCl2O6", "method": "ωB97M-V/def2-TZVPD", "symbols": ["Ca", "Cl", "Cl", "O", "C", "O", "O", "H", "O", "C", "O", "O", "H"], "xyz": [[0.424, -0.926, -1.590], [3.108, -1.254, -1.144], [-0.261, -3.531, -1.810], [0.586, -1.150, 2.683], [-0.197, -0.617, 1.816], [-0.965, 0.143, 2.437], [-0.222, -1.010, 0.629], [0.061, -0.526, 3.189], [-1.097, 2.630, -0.975], [-0.612, 1.515, -1.352], [0.611, 1.382, -1.301], [-1.270, 0.586, -1.797], [-0.165, 2.758, -0.784]], "lowdin_charge": [0.99, -0.55, -0.55, 0.11, -0.87, -0.03, -0.15, 0.02, 0.17, -0.99, -0.12, -0.11, 0.09], "e_above_lowest_kcal_mol": 44.2, "orbital_gap_ev": 7.9, "total_energy_ev": -57881.723, "spin_multiplicity": 1, "charge": -2}

=====

# 3
{"formula": "C34H78F8N10O20S8", "method": "ωB97M-V/def2-TZVPD", "symbols": ["C", "C", "O", "N", "H", "H", "C", "H", "H", "H", "H", "H", "H", "C", "C", "O", "N", "H", "H", "C", "H", "H", "H", "H", "H", "H", "C", "C", "O", "N", "H", "H", "C", "H", "H", "H", "H", "H", "H", "C", "C", "C", "C", "C", "C", "N", "O", "C", "C", "C", "H", "H", "H", "H", "H", "H", "H", "H", "H", "H", "H", "H", "H", "H", "H", "H", "H", "H", "C", "C", "C", "N", "C", "C", "C", "C", "C", "H", "H", "H", "H", "H", "H", "H", "H", "H", "H", "H", "H", "H", "H", "H", "H", "H", "H", "C", "C", "C", "N", "C", "C", "C", "C", "C", "H", "H", "H", "H", "H", "H", "H", "H", "H", "H", "H", "H", "H", "H", "H", "H", "H", "H", "N", "S", "O", "O", "F", "S", "O", "O", "F", "N", "S", "O", "O", "F", "S", "O", "O", "F", "N", "S", "O", "O", "F", "S", "O", "O", "F", "N", "S", "O", "O", "F", "S", "O", "O", "F"], "xyz": [[3.966, -0.119, -4.721], [3.911, 1.195, -3.933], [3.036, 1.403, -3.200], [5.176, 2.113, -4.004], [5.941, 1.749, -4.554], [4.998, 2.846, -4.675], [5.644, 2.474, -2.550], [4.379, -0.882, -4.062], [4.570, 0.042, -5.614], [2.936, -0.344, -4.998], [4.789, 2.991, -2.113], [6.545, 3.069, -2.700], [5.829, 1.545, -2.012], [0.890, 0.213, -0.592], [0.546, -0.434, 0.706], [1.189, -0.169, 1.729], [-0.614, -1.405, 0.720], [-1.330, -0.785, 0.368], [-0.527, -2.101, -0.007], [-0.945, -2.009, 2.139], [0.136, 0.988, -0.732], [0.771, -0.508, -1.401], [1.922, 0.564, -0.619], [-1.909, -2.516, 2.096], [-1.013, -1.133, 2.784], [-0.141, -2.693, 2.411], [2.282, -1.937, 8.017], [3.323, -1.977, 6.961], [4.541, -1.820, 7.173], [2.816, -2.260, 5.541], [3.290, -3.049, 5.124], [1.823, -2.444, 5.558], [3.052, -1.067, 4.563], [1.767, -2.784, 8.469], [1.481, -1.312, 7.621], [2.705, -1.347, 8.830], [3.190, -1.620, 3.635], [3.990, -0.607, 4.873], [2.185, -0.415, 4.457], [-1.253, 5.109, -2.913], [-0.164, 4.588, -3.839], [0.065, 3.039, -3.668], [-0.835, 2.226, -4.621], [-0.608, 2.610, -6.128], [-1.047, 4.055, -6.339], [-0.334, 4.967, -5.279], [-0.404, 6.365, -5.648], [-2.582, 4.057, -6.285], [-0.527, 4.475, -7.749], [1.197, 5.207, -3.381], [-2.246, 4.685, -3.062], [-1.411, 6.181, -3.030], [-1.016, 4.922, -1.866], [-0.084, 2.755, -2.626], [1.080, 2.737, -3.926], [-1.883, 2.304, -4.330], [-0.633, 1.162, -4.500], [-1.132, 1.943, -6.813], [0.426, 2.409, -6.409], [-2.968, 3.205, -6.845], [-2.912, 4.958, -6.801], [-2.922, 4.026, -5.249], [-0.657, 5.544, -7.920], [-1.007, 3.928, -8.560], [0.536, 4.276, -7.887], [1.981, 4.800, -4.020], [1.428, 5.109, -2.321], [1.155, 6.292, -3.478], [2.691, 7.779, 4.054], [1.672, 6.640, 3.799], [1.907, 5.233, 4.435], [0.740, 4.259, 4.318], [-0.341, 4.802, 5.295], [1.168, 2.866, 4.743], [0.204, 1.949, 4.058], [-0.398, 2.607, 2.849], [0.136, 4.080, 2.947], [3.640, 7.507, 3.591], [2.882, 7.838, 5.126], [2.260, 8.735, 3.759], [1.592, 6.545, 2.716], [0.770, 7.028, 4.272], [2.203, 5.427, 5.466], [2.679, 4.673, 3.907], [0.203, 4.860, 6.238], [-1.102, 4.058, 5.529], [-0.668, 5.793, 4.979], [1.263, 2.696, 5.816], [2.188, 2.775, 4.372], [-0.678, 1.743, 4.664], [0.667, 0.997, 3.799], [-1.488, 2.569, 2.864], [-0.165, 2.167, 1.879], [-0.543, 4.907, 2.743], [0.932, 4.138, 2.205], [-2.825, -7.222, -4.915], [-3.720, -6.162, -4.265], [-2.994, -5.366, -3.154], [-3.812, -4.148, -2.555], [-3.732, -2.965, -3.517], [-5.278, -4.616, -2.340], [-5.979, -3.655, -1.409], [-4.713, -3.111, -0.636], [-3.404, -3.828, -1.103], [-2.249, -7.796, -4.189], [-2.044, -6.830, -5.566], [-3.359, -8.035, -5.407], [-4.472, -6.757, -3.746], [-4.180, -5.528, -5.023], [-2.119, -4.860, -3.562], [-2.564, -5.985, -2.367], [-2.733, -2.531, -3.534], [-4.459, -2.178, -3.319], [-4.019, -3.295, -4.515], [-5.810, -4.798, -3.273], [-5.161, -5.544, -1.780], [-6.578, -2.892, -1.907], [-6.547, -4.181, -0.642], [-4.581, -2.032, -0.712], [-4.882, -3.252, 0.432], [-2.411, -3.377, -1.091], [-3.282, -4.721, -0.491], [0.006, -3.119, -1.250], [0.624, -3.257, -2.704], [0.328, -4.433, -3.505], [1.955, -2.723, -2.766], [-0.172, -2.041, -3.505], [0.494, -4.713, -0.776], [1.889, -5.160, -1.013], [-0.567, -5.725, -0.588], [0.672, -4.303, 0.787], [0.158, -2.586, 5.967], [-0.567, -4.090, 5.572], [-0.806, -4.383, 4.171], [-1.510, -4.660, 6.497], [0.753, -4.967, 5.875], [-1.207, -1.990, 6.330], [-1.568, -2.072, 7.772], [-2.243, -1.904, 5.336], [-0.735, -0.416, 6.298], [4.061, -4.326, 4.128], [5.268, -5.394, 3.680], [6.047, -5.187, 2.442], [5.098, -6.741, 4.208], [6.327, -4.854, 4.695], [3.026, -4.974, 3.271], [2.291, -6.070, 3.902], [3.226, -4.955, 1.851], [1.921, -3.817, 3.391], [-2.405, 0.283, -0.067], [-3.480, 1.046, 0.968], [-4.932, 0.659, 0.816], [-3.293, 2.460, 1.168], [-3.035, 0.375, 2.400], [-3.108, 0.839, -1.328], [-3.176, 2.290, -1.434], [-4.260, 0.033, -1.838], [-1.967, 0.477, -2.384]], "lowdin_charge": [0.06, -0.38, 0.17, 0.10, 0.17, 0.17, 0.07, 0.12, 0.09, 0.11, 0.09, 0.11, 0.11, 0.03, -0.34, 0.09, 0.09, 0.03, 0.05, 0.06, 0.08, 0.07, 0.09, 0.11, 0.08, 0.06, 0.02, -0.32, 0.13, 0.08, 0.06, 0.04, 0.06, 0.12, 0.07, 0.11, 0.08, 0.10, 0.07, 0.01, -0.43, -0.11, -0.15, -0.13, -0.43, 0.18, 0.19, 0.03, -0.01, -0.02, 0.09, 0.10, 0.11, 0.12, 0.08, 0.10, 0.11, 0.14, 0.12, 0.12, 0.11, 0.09, 0.09, 0.11, 0.09, 0.08, 0.10, 0.09, -0.08, -0.22, -0.11, -0.25, 0.06, -0.09, -0.17, -0.13, -0.07, 0.08, 0.08, 0.09, 0.10, 0.10, 0.14, 0.12, 0.11, 0.12, 0.10, 0.15, 0.13, 0.12, 0.08, 0.09, 0.10, 0.14, 0.13, -0.09, -0.22, -0.09, -0.21, 0.04, -0.11, -0.11, -0.13, -0.07, 0.08, 0.08, 0.08, 0.11, 0.11, 0.10, 0.12, 0.09, 0.10, 0.10, 0.14, 0.14, 0.12, 0.12, 0.07, 0.12, 0.09, 0.13, -0.30, 0.48, -0.26, -0.29, -0.24, 0.66, -0.25, -0.27, -0.22, -0.30, 0.58, -0.27, -0.21, -0.20, 0.47, -0.27, -0.26, -0.25, -0.13, 0.61, -0.20, -0.17, -0.14, 0.48, -0.05, -0.12, -0.18, -0.29, 0.63, -0.26, -0.27, -0.19, 0.50, -0.28, -0.29, -0.20], "orbital_gap_ev": [4.1, 3.8], "total_energy_ev": -200752.956, "spin_multiplicity": 2, "charge": 3}

=====

# 4
{"formula": "C2H4NO2", "method": "ωB97M-V/def2-TZVPD", "symbols": ["C", "C", "N", "O", "O", "H", "H", "H", "H"], "xyz": [[0.383, -0.686, -2.433], [-0.371, -0.456, 1.732], [0.202, 0.805, -0.109], [0.197, -0.220, -3.429], [-0.189, 0.644, 1.087], [-0.938, -0.262, 2.706], [-0.065, -1.603, 1.536], [0.624, 0.082, -0.604], [0.157, 1.696, -0.485]], "lowdin_charge": [0.03, 0.20, 0.13, 0.13, 0.01, 0.15, 0.19, 0.01, 0.14], "e_above_lowest_kcal_mol": 96.7, "orbital_gap_ev": [9.6, 9.6], "total_energy_ev": -7711.763, "spin_multiplicity": 1, "charge": 1}

=====

| no. | largest force on an atom (hartree/bohr) |
| --- | --- |
| 1 | 0.050 |
| 2 | 0.108 |
| 3 | 0.200 |
| 4 | 0.094 |